# C8H8N2O2S

A 2-piece molecular cluster, C8H8N2O2S overall at a distorted geometry (wB97M-V/def2-TZVPD, the OMol25 dataset).

Each line ends with the Mulliken charge.
Positions of all 21 atoms, in Å:
O -2.76914 -0.02409 -0.31736  -0.445
C -3.00771 -1.15264 -1.04133  0.170
O -3.16345 -2.40970 -0.29302  -0.259
C -2.07976 -3.36660 -0.57518  -0.282
N -0.85060 -3.19206 0.31829  -0.351
C 0.16063 -2.54148 -0.38241  0.319
S 1.50066 -2.01022 -1.28664  -0.105
H -3.10466 -1.01381 -2.20238  0.331
H -2.51865 -4.44424 -0.30939  0.253
H -1.74646 -3.41672 -1.69887  0.353
N 1.95638 0.60077 0.39799  -0.290
C 0.68323 1.05228 0.37389  0.334
C 0.32666 2.36639 0.63105  -0.572
C 1.33519 3.27444 0.93569  -0.262
C 2.65598 2.83920 0.97012  -0.360
C 2.91396 1.50590 0.69504  -0.284
H -0.06787 0.30515 0.13451  0.004
H -0.71218 2.67426 0.59512  0.382
H 1.09412 4.31272 1.14433  0.355
H 3.46475 3.52191 1.20478  0.358
H 3.92892 1.11854 0.70578  0.350

For the frontier orbital gap, the calculation gives 8.61 eV. The calculation puts the relative energy (zero: lowest compared OMol25 entry of this formula, charge and spin) at 98.3 kcal/mol. Its SMILES is O=COCN=C=S.c1ccncc1.



# C25H22N3O3PSeV

C25H22N3O3PSeV as an isolated structure at a distorted geometry (wB97M-V/def2-TZVPD, the OMol25 dataset).

Each line ends with the Mulliken charge.
Positions of all 56 atoms, in Å:
V 1.19226 -0.03541 0.82445  -0.287
O 2.35806 1.44049 1.73805  -0.355
C 1.11036 1.48239 2.22675  0.976
O 0.54266 0.46649 2.57975  -0.362
C 0.02606 2.59169 0.23755  -1.160
P -0.66574 -0.05811 -0.53675  1.176
C -2.18804 0.40119 0.28285  0.036
C -3.12664 1.17619 -0.41475  0.136
C -4.33104 1.48089 0.18875  -0.852
C -4.61394 0.99239 1.45955  -0.499
C -3.68254 0.22409 2.14625  -0.830
C -2.46184 -0.07921 1.56835  -0.312
C -1.06354 -0.40151 -2.27125  0.723
C -0.42634 0.14729 -3.38335  -0.262
C -0.87974 -0.19441 -4.64765  -0.810
C -1.94384 -1.07301 -4.80315  -0.522
C -2.57434 -1.61851 -3.69345  -0.750
C -2.12474 -1.30391 -2.42405  -0.521
H 0.26166 3.43259 -0.43325  0.338
H -1.05834 2.57969 0.41135  0.699
H -2.90484 1.52319 -1.41705  0.534
H -5.05174 2.08689 -0.33855  0.485
H -5.57014 1.20229 1.91325  0.462
H -3.92314 -0.14841 3.12975  0.485
H -1.73824 -0.70111 2.08775  0.396
H 0.38276 0.85829 -3.29025  0.478
H -0.40434 0.23849 -5.51565  0.452
H -2.28174 -1.33381 -5.79455  0.452
H -3.41674 -2.28301 -3.81255  0.455
H -2.60144 -1.73831 -1.55405  0.448
N 3.67776 4.34329 2.95765  -0.258
C 2.75376 3.41789 2.85935  0.532
O 2.14406 2.83759 3.73825  -0.536
C 2.31196 2.86869 1.44445  1.362
C 2.90636 3.15129 0.12245  -1.477
C 2.63436 2.30959 -0.88735  -1.481
C 1.70516 1.18449 -0.83975  0.404
N 0.40876 1.33959 -0.40855  -0.160
C 0.75346 2.80269 1.56985  -0.142
H 3.96576 4.65059 3.88205  0.311
H 4.09416 4.81629 2.16995  0.174
H 3.57546 3.98869 -0.00425  0.466
H 3.16636 2.44039 -1.82035  0.571
H 1.84116 0.44889 -1.64215  1.029
H 0.26566 3.56929 2.17045  0.613
Se 2.09456 -2.01681 0.84505  0.078
C 1.67286 -3.97001 0.75325  0.540
C 1.72736 -4.64781 -0.45065  -0.261
C 1.53606 -6.03581 -0.40595  -0.452
N 1.33126 -6.64181 0.72575  -0.402
C 1.24086 -6.02391 1.86565  -0.473
C 1.41306 -4.63451 1.93735  -0.242
H 1.93016 -4.16681 -1.39545  0.421
H 1.58356 -6.63451 -1.30745  0.381
H 1.06066 -6.61161 2.75845  0.383
H 1.36436 -4.14131 2.89775  0.410

For the frontier orbital gap (spin up / spin down), the calculation gives 4.72 / 5.68 eV. The charge is +3.



# C25H38CeN8

C25H38CeN8 as an isolated structure at a distorted geometry (wB97M-V/def2-TZVPD, the OMol25 dataset).

Each line ends with the Mulliken charge.
Positions of all 72 atoms, in Å:
Ce 0.23742 0.11377 0.26044  -0.304
N 1.49380 1.00116 2.28483  -0.238
C 2.79640 1.46373 1.92698  -0.702
C 2.77052 2.58322 0.84338  -0.950
N 1.67009 2.34895 -0.14253  0.483
C 0.76337 3.57936 -0.24436  -0.684
C -0.16387 3.72948 1.00060  -1.087
N -0.86215 2.42255 1.12941  -0.373
C 2.31346 2.06252 -1.50040  -0.816
C 3.24639 0.84670 -1.44500  -0.884
N 2.40602 -0.36546 -1.07256  -0.357
H 1.00625 1.82214 2.71032  0.376
H 1.61008 0.32842 2.98865  0.192
H 3.40217 0.59448 1.55328  0.316
H 3.37671 1.86122 2.75969  0.607
H 3.69992 2.73324 0.28080  0.479
H 2.60204 3.52523 1.36667  0.535
H 0.15559 3.52262 -1.15495  0.458
H 1.32687 4.52081 -0.47441  0.427
H -0.90684 4.49217 0.86884  0.563
H 0.40669 3.95701 1.89084  0.337
H -1.78288 2.57268 0.72505  0.433
H -1.09544 2.30832 2.12228  0.420
H 2.86449 2.89342 -1.80683  0.696
H 1.52369 1.84687 -2.23879  0.206
H 4.14724 0.91148 -0.80994  0.344
H 3.77308 0.72228 -2.41415  0.547
H 2.88929 -0.80055 -0.30512  0.366
H 2.35160 -1.05557 -1.78771  0.242
C -1.83961 -2.46102 -0.93299  -0.903
C -2.89661 -1.36372 -0.68577  -0.577
C -2.96349 -0.93071 0.74125  0.700
C -4.03524 -1.13942 1.64738  -1.014
C -3.97130 -0.81596 2.97681  -0.570
C -2.77724 -0.28537 3.48524  -1.199
C -1.75151 -0.10315 2.55542  0.049
N -1.82805 -0.46035 1.25427  0.583
N -0.40033 -1.84399 -1.28713  0.566
C 0.59556 -2.87127 -1.06106  -1.222
C 0.90767 -3.11939 0.42936  0.405
C 0.86714 -4.41242 0.85648  -0.804
C 1.06033 -4.68103 2.17866  -0.597
C 1.40172 -3.61663 3.01447  -0.976
C 1.44290 -2.32925 2.47040  0.061
N 1.16166 -2.03950 1.19410  0.584
C -0.28811 -1.40885 -2.71515  -1.592
C -0.83003 -0.06745 -2.96574  0.994
C -1.18459 0.32603 -4.26291  -1.165
C -1.84795 1.53644 -4.45108  -0.666
C -2.03760 2.37835 -3.33498  -1.170
C -1.53398 1.96634 -2.11771  -0.471
N -0.88744 0.81295 -1.88705  1.309
H -2.12708 -3.09245 -1.82920  0.484
H -1.77155 -3.15154 -0.10381  0.524
H -3.86858 -1.86759 -0.85990  0.693
H -2.77353 -0.49245 -1.28985  0.133
H -4.90042 -1.68858 1.28141  0.513
H -4.80131 -1.09578 3.58407  0.494
H -2.63554 0.01475 4.53575  0.528
H -0.79058 0.25640 2.87679  0.519
H 1.55214 -2.51042 -1.46284  0.674
H 0.31884 -3.78012 -1.66653  0.556
H 0.58993 -5.25155 0.19079  0.526
H 0.99142 -5.67897 2.60468  0.501
H 1.70471 -3.72838 4.07160  0.475
H 1.84360 -1.52048 3.13185  0.285
H -0.87219 -2.09899 -3.39851  0.678
H 0.74989 -1.35487 -3.02312  0.547
H -1.11592 -0.32950 -5.10288  0.600
H -2.31254 1.81540 -5.40209  0.463
H -2.52127 3.34721 -3.37550  0.525
H -1.64593 2.59502 -1.18029  0.328

For the frontier orbital gap (spin up / spin down), the calculation gives 6.50 / 6.50 eV. The charge is +4. The calculation puts the relative energy (zero: lowest compared OMol25 entry of this formula, charge and spin) at 0.0 kcal/mol.



# C5H4N2O2

C5H4N2O2 as an isolated structure at a distorted geometry (wB97M-V/def2-TZVPD, the OMol25 dataset).

Each line ends with the Mulliken charge.
Positions of all 13 atoms, in Å:
C 2.54491 1.33801 0.69958  -0.659
C 1.79798 0.24971 0.55417  -0.379
C 0.38432 0.08037 0.28157  0.936
C -1.35480 0.45330 -0.48747  0.509
C -0.09023 -1.15843 0.09337  0.417
H 2.20201 2.22768 0.35378  0.351
H 3.61130 1.12630 1.03137  0.226
H 2.42739 -0.75166 0.62328  0.192
H -1.52737 2.11004 -1.32825  0.300
N -0.50432 1.09824 0.37871  -0.484
N -2.03974 1.04723 -1.53359  -0.581
O -1.24315 -0.95189 -0.59991  -0.308
O 0.16840 -2.23667 0.66950  -0.518

For the frontier orbital gap, the calculation gives 7.67 eV. The calculation puts the relative energy (zero: lowest compared OMol25 entry of this formula, charge and spin) at 109.0 kcal/mol.



# C25H27N3O7S2

One molecule with the formula C25H27N3O7S2 at a distorted geometry (wB97M-V/def2-TZVPD, the OMol25 dataset).

Each line ends with the Mulliken charge.
Positions of all 64 atoms, in Å:
C -2.22945 -3.10828 -1.22868  -0.486
H -2.65942 -3.80330 -1.94758  0.298
H -2.19649 -3.58379 -0.24445  0.341
O -0.92620 -2.83692 -1.71062  -0.446
C -0.07296 -2.11482 -0.96554  0.610
C -0.36516 -1.54376 0.27391  -0.051
C 0.61291 -0.83923 0.95481  -0.647
C 1.87598 -0.69892 0.41327  -0.025
C 2.17915 -1.25633 -0.81811  0.000
C 1.21143 -1.95471 -1.50340  -1.103
H 1.41923 -2.39297 -2.46580  0.458
H 3.16199 -1.13111 -1.24258  0.478
S 3.12034 0.19571 1.33685  1.392
O 2.49640 1.34892 1.94635  -0.762
O 3.81380 -0.69813 2.20795  -0.695
N 4.17522 0.75585 0.15717  0.227
C 5.49663 0.27884 0.11290  0.664
C 6.58205 1.14624 0.02815  -0.339
C 7.86977 0.64424 -0.02843  -0.744
C 8.09301 -0.72058 0.01525  -0.473
C 7.01516 -1.58401 0.11473  -0.947
C 5.72308 -1.09354 0.15450  -0.168
H 4.88809 -1.76923 0.24125  0.376
H 7.17842 -2.65043 0.15352  0.384
H 9.09963 -1.10789 -0.02320  0.383
H 8.70264 1.32839 -0.09579  0.377
H 6.42559 2.21409 0.01740  0.441
C 3.82002 2.00722 -0.48636  -0.874
H 4.56338 2.21882 -1.25721  0.714
H 3.78220 2.82986 0.23779  0.195
C 2.46430 1.82894 -1.18200  0.312
O 2.37475 1.42273 -2.31763  -0.606
N 1.42084 2.16874 -0.37925  -0.030
C 0.07203 1.86847 -0.54981  0.369
C -0.77391 2.13947 0.52829  -0.922
C -2.11358 1.81452 0.46364  -0.284
C -2.60670 1.20071 -0.67226  0.416
C -1.78407 0.94617 -1.75449  -0.667
C -0.44574 1.29080 -1.70781  -0.904
H 0.20399 1.09483 -2.54393  0.508
H -2.20287 0.46945 -2.62642  0.496
S -4.31868 0.69661 -0.78499  1.174
O -4.31831 -0.67578 -1.22969  -0.753
O -5.05657 1.64788 -1.55946  -0.750
N -4.82458 0.81465 0.81387  -0.008
C -6.16208 1.33855 1.02237  -0.794
H -6.31782 2.12847 0.28928  0.482
C -7.20419 0.23117 0.85447  -0.429
H -8.20079 0.58604 1.12103  0.370
O -6.92950 -0.85335 1.71543  -0.428
C -5.66226 -1.41063 1.44509  -0.600
H -5.53359 -2.23051 2.15395  0.406
C -4.55487 -0.36476 1.61402  -0.120
H -3.59584 -0.77167 1.29329  -0.170
H -4.48963 -0.05267 2.66164  0.466
H -5.62864 -1.79731 0.41699  0.337
H -7.19728 -0.10646 -0.19279  0.315
H -6.20737 1.75079 2.03545  0.356
H -2.77733 2.02022 1.28745  0.456
H -0.36399 2.58999 1.41986  0.472
H 1.66960 2.37127 0.58859  0.263
H 0.40371 -0.39153 1.91360  0.402
H -1.34816 -1.63908 0.70606  0.150
H -2.84736 -2.20698 -1.19188  0.134

For the frontier orbital gap, the calculation gives 9.24 eV. Its SMILES is COc1ccc(S(=O)(=O)N(CC(=O)Nc2ccc(S(=O)(=O)N3CCOCC3)cc2)c2ccccc2)cc1.



# C4H9NO2

One molecule with the formula C4H9NO2 (wB97M-V/def2-TZVPD, the OMol25 dataset).

Each line ends with the Mulliken charge.
Positions of all 16 atoms, in Å:
C 0.30000 -0.47147 -1.89028  -1.327
C -0.17850 0.37369 -0.72566  0.483
O -1.23030 -0.22763 0.04372  -0.465
C 0.91927 0.61277 0.31460  -0.783
N 0.18849 0.81310 1.56065  -0.424
C -0.87859 -0.13920 1.42772  0.100
O -0.44524 -1.41054 1.81553  -0.523
H 1.12578 0.06937 -2.37111  0.347
H -0.47498 -0.64652 -2.64190  0.339
H 0.68642 -1.43572 -1.54297  0.310
H -0.55695 1.32846 -1.11517  0.207
H -0.60023 -1.93840 1.02235  0.356
H 1.52835 -0.29431 0.41347  0.332
H 1.57029 1.45398 0.07687  0.408
H -0.20591 1.75093 1.58787  0.311
H -1.74790 0.16149 2.02431  0.330

For the frontier orbital gap, the calculation gives 10.70 eV. The calculation puts the relative energy (zero: lowest compared OMol25 entry of this formula, charge and spin) at 28.8 kcal/mol. Its SMILES is C[C@@H]1CN[C@H](O)O1.



# C4H6O

One molecule with the formula C4H6O at a distorted geometry (wB97M-V/def2-TZVPD, the OMol25 dataset).

Each line ends with the Mulliken charge.
Positions of all 11 atoms, in Å:
C 0.49204 0.29252 0.31883  0.359
C 1.53202 -0.81654 -0.00864  -0.399
C 1.42119 0.37884 -0.82239  -0.388
C -1.03788 0.05703 0.09729  -1.049
O 2.57262 0.08577 -0.01148  -0.430
H 0.79247 1.02991 1.35076  0.245
H 1.55644 -1.80002 -0.20028  0.397
H 1.60719 0.54198 -1.82529  0.405
H -1.24278 -0.13811 -1.03425  0.286
H -1.56936 0.93630 0.42558  0.332
H -1.41474 -0.89103 0.64883  0.242

For the frontier orbital gap, the calculation gives 9.96 eV. The calculation puts the relative energy (zero: lowest compared OMol25 entry of this formula, charge and spin) at 83.3 kcal/mol. Its SMILES is C[C@@H]1[C@H]2O[C@@H]12.